Entry 1:
Molecular formula: C4H13N3
Method: DFT, wB97M-V/def2-TZVPD

XYZ file:
```
20
Properties=species:S:1:pos:R:3:forces:R:3
C -1.656 -0.540 0.271 -2.533 -0.633 -0.225
N -0.442 -0.513 -0.469 1.143 2.119 4.163
C -0.131 -1.082 -1.569 -0.634 -1.838 -2.546
N 1.093 -1.344 -1.926 -0.448 0.674 0.676
N 0.662 0.396 0.471 -2.447 0.608 -4.361
C 0.633 0.197 1.897 -0.493 0.529 0.242
C 0.188 1.828 0.043 0.905 -0.275 0.295
H -2.280 0.375 0.101 0.935 -0.301 0.950
H -1.466 -0.906 1.333 -0.688 0.573 -1.569
H -2.317 -1.262 -0.253 0.487 -0.148 0.589
H -0.989 -1.455 -2.324 1.768 0.990 2.030
H 1.243 -1.647 -2.836 0.536 -0.813 -1.958
H 1.901 -1.216 -1.356 0.476 -0.005 0.242
H 1.550 0.185 0.049 0.618 0.097 -0.139
H 0.875 -0.818 2.099 0.389 -0.726 0.580
H 1.342 0.939 2.335 -0.507 -0.601 -0.192
H -0.400 0.422 2.133 0.192 0.160 0.956
H 0.975 2.499 0.436 -0.198 -0.175 -0.893
H -0.087 1.840 -1.034 0.917 0.152 0.762
H -0.693 2.102 0.598 -0.422 -0.386 0.399
```
Positions in Å, forces in eV/Å.

Summary:
Molar mass, g/mol: 103.2
2S+1: 1
E_tot, hartree: -323.71725
Charge: +2
E_LUMO, eV: -9.510
Energy relative to the best compared isomer or geometry (same formula, charge and spin), eV: 4.7820

---

Entry 2:
Molecular formula: C16H25ClNO
Method: DFT, wB97M-V/def2-TZVPD

XYZ file:
```
44
Properties=species:S:1:pos:R:3:forces:R:3
C -4.649 -1.827 -1.082 -0.045 -0.044 -0.037
C -3.688 -0.960 -0.341 -0.130 0.225 0.103
C -2.352 -1.321 -0.210 0.313 0.006 0.083
C -1.462 -0.516 0.483 -0.200 0.244 0.041
O -0.110 -0.801 0.614 -0.226 0.185 -0.025
C 0.300 -2.168 0.570 0.205 -0.429 0.213
C 1.728 -2.259 1.112 -0.097 -0.050 -0.334
C 2.814 -2.256 0.034 -0.149 0.116 0.035
C 2.813 -1.048 -0.907 0.109 -0.132 0.176
C 3.029 0.289 -0.191 0.486 -0.464 -0.158
N 1.774 1.061 -0.066 -0.165 -0.230 0.153
C 1.330 1.719 -1.316 -0.441 0.340 -0.608
C 0.252 2.680 -0.838 0.038 0.007 -0.008
C 0.820 3.214 0.484 -0.103 0.020 -0.025
C 1.838 2.155 0.936 0.006 0.597 0.523
C -1.902 0.665 1.070 0.126 -0.284 -0.056
C -3.225 1.041 0.942 -0.055 -0.053 -0.075
C -4.108 0.238 0.239 0.235 -0.088 0.003
Cl -5.756 0.731 0.093 -0.089 0.046 0.009
H -4.159 -2.712 -1.476 0.025 -0.057 -0.030
H -5.099 -1.273 -1.904 -0.064 -0.031 -0.059
H -5.457 -2.136 -0.420 -0.080 -0.049 -0.019
H -2.023 -2.245 -0.658 0.040 -0.103 -0.065
H -0.384 -2.754 1.191 -0.003 0.090 -0.080
H 0.252 -2.550 -0.456 -0.059 0.034 0.053
H 1.825 -3.188 1.673 -0.015 0.042 0.093
H 1.875 -1.443 1.821 -0.025 -0.013 0.129
H 2.702 -3.154 -0.574 0.070 -0.053 0.003
H 3.785 -2.320 0.527 0.073 -0.055 -0.040
H 3.612 -1.196 -1.634 -0.071 0.081 -0.065
H 1.878 -1.023 -1.467 -0.056 0.025 -0.141
H 3.421 0.108 0.811 -0.065 0.139 0.009
H 3.750 0.909 -0.728 -0.130 0.080 0.114
H 1.019 0.387 0.221 0.202 0.218 -0.085
H 0.969 0.994 -2.042 0.112 -0.094 0.077
H 2.176 2.263 -1.742 0.061 -0.114 0.089
H 0.067 3.473 -1.557 -0.015 -0.031 -0.066
H -0.684 2.145 -0.671 0.033 0.008 -0.058
H 0.034 3.364 1.220 0.021 0.020 0.048
H 1.314 4.171 0.332 0.021 -0.011 0.045
H 1.624 1.758 1.928 0.083 -0.134 -0.075
H 2.849 2.566 0.938 -0.015 -0.175 -0.038
H -1.216 1.265 1.647 0.107 0.080 0.100
H -3.576 1.953 1.397 -0.069 0.093 0.051
```
Positions in Å, forces in eV/Å.

Summary:
Molar mass, g/mol: 282.8
2S+1: 1
E_tot, hartree: -1214.65029
Charge: +1
E_LUMO, eV: -2.169
Energy relative to the best compared isomer or geometry (same formula, charge and spin), eV: 0.0000

---

Entry 3:
Molecular formula: C28H23BrHfN7O2S
Method: DFT, wB97M-V/def2-TZVPD

XYZ file:
```
63
Properties=species:S:1:pos:R:3:forces:R:3
Hf -0.683 -0.556 -0.355 -0.036 -0.078 0.323
Br -1.192 7.959 6.301 0.047 0.031 0.136
C -1.592 7.477 4.550 -0.006 -0.036 0.005
C -1.431 6.139 4.162 0.004 0.017 -0.053
C -1.739 5.771 2.878 -0.008 -0.089 -0.009
C -2.203 6.742 1.978 -0.013 0.074 0.066
C -2.368 8.071 2.375 -0.019 0.069 -0.055
C -2.054 8.444 3.665 -0.004 0.028 -0.032
N -2.530 6.488 0.649 0.109 -0.221 0.188
N -2.438 5.356 0.191 -0.152 0.138 -0.432
C -1.770 4.252 0.025 0.109 -0.103 -0.016
C -0.339 4.260 -0.093 -0.155 0.060 -0.011
C 0.326 3.136 -0.474 0.119 -0.178 -0.039
C -0.346 1.922 -0.739 0.221 -0.041 0.112
O 0.302 0.795 -1.235 0.281 1.045 -0.876
C -1.726 1.859 -0.615 -0.280 -0.005 -0.320
N -2.353 0.646 -0.902 -0.479 0.554 -0.348
C -3.704 0.639 -1.005 0.188 -0.141 0.086
C -4.475 1.740 -0.772 -0.080 0.195 0.055
C -3.856 2.938 -0.383 -0.203 -0.017 -0.022
C -2.487 3.019 -0.280 0.137 0.078 0.212
H -1.073 5.416 4.881 -0.009 0.008 0.002
H -1.631 4.740 2.563 -0.012 0.036 0.077
H -2.736 8.788 1.652 0.001 -0.005 0.025
H -2.167 9.468 3.992 -0.014 -0.004 -0.010
H 0.192 5.188 0.067 -0.022 -0.022 0.020
H 1.399 3.172 -0.623 -0.020 -0.020 0.026
H -4.157 -0.303 -1.284 0.025 -0.032 0.007
H -5.546 1.682 -0.897 0.024 0.022 0.009
H -4.460 3.820 -0.201 0.006 -0.018 -0.014
N 3.436 -1.127 0.318 0.229 -0.005 -0.006
C 3.385 -0.192 1.323 -0.008 -0.036 -0.027
C 2.064 0.040 1.553 -0.096 -0.053 0.089
N 1.319 -0.752 0.713 0.275 -0.052 0.166
C 2.180 -1.435 -0.026 -0.012 -0.183 -0.027
C 1.646 -2.320 -1.051 -0.092 -0.072 0.122
N 0.333 -2.287 -1.320 0.048 -0.139 -0.117
C 0.104 -3.255 -2.290 -0.057 0.114 0.135
C 1.274 -3.865 -2.581 0.124 0.016 -0.005
N 2.229 -3.261 -1.786 0.156 -0.150 -0.218
H 4.289 -1.486 -0.088 -0.001 -0.005 0.020
H 4.271 0.209 1.786 0.001 -0.019 -0.041
H 1.610 0.708 2.265 -0.004 -0.012 -0.007
H -0.870 -3.441 -2.708 0.003 0.023 0.002
H 1.510 -4.657 -3.273 0.039 0.023 0.030
H 3.209 -3.509 -1.783 -0.011 -0.017 0.006
C -1.412 -2.724 2.945 0.111 0.012 0.044
S -2.354 -1.292 2.466 -0.235 0.096 -0.127
O -1.370 -0.471 1.580 -0.079 -0.338 0.732
C -3.447 -2.006 1.266 0.085 0.051 -0.067
C -2.945 -2.442 0.035 -0.131 -0.010 0.170
C -3.810 -2.935 -0.923 0.026 -0.045 -0.048
C -5.174 -3.007 -0.642 -0.057 0.010 0.003
C -5.662 -2.584 0.584 -0.003 -0.012 -0.003
C -4.798 -2.060 1.546 -0.078 0.023 -0.007
H -0.974 -3.183 2.060 0.002 -0.057 0.041
H -2.098 -3.415 3.440 0.007 0.023 -0.010
H -0.647 -2.396 3.648 -0.009 -0.017 -0.015
H -1.872 -2.497 -0.144 -0.003 -0.496 0.043
H -3.437 -3.280 -1.879 -0.017 -0.018 0.031
H -5.852 -3.400 -1.388 0.010 -0.005 0.024
H -6.720 -2.655 0.800 0.011 0.021 -0.014
H -5.183 -1.702 2.493 0.006 -0.016 -0.028
```
Positions in Å, forces in eV/Å.

Summary:
Molar mass, g/mol: 780.0
2S+1: 1
E_tot, hartree: -4633.94823
Charge: +3
E_LUMO, eV: -8.911
Energy relative to the best compared isomer or geometry (same formula, charge and spin), eV: 0.9716

---

Entry 4:
Molecular formula: C22H36N5O5S3Sc
Method: DFT, wB97M-V/def2-TZVPD

XYZ file:
```
72
Properties=species:S:1:pos:R:3:forces:R:3
Sc -0.594 0.632 -0.747 0.289 -1.514 -1.249
C 0.861 -0.525 -3.341 0.004 0.008 0.016
C -0.275 0.173 -4.074 -0.032 -0.036 0.003
N -1.113 0.926 -3.119 0.181 0.266 0.131
C -2.550 0.875 -3.422 -0.030 -0.020 0.005
C -3.164 -0.471 -3.066 0.042 0.000 -0.020
S -2.766 -0.957 -1.360 -0.033 0.103 0.140
C -1.774 -2.461 -1.566 0.027 -0.014 0.003
C -0.513 -2.327 -2.411 -0.002 -0.032 0.014
N 0.337 -1.154 -2.107 0.042 0.139 0.232
H 1.340 -1.259 -3.996 -0.009 0.006 -0.010
H 1.609 0.209 -3.044 0.015 -0.008 0.007
H 0.135 0.838 -4.835 0.003 -0.016 -0.015
H -0.898 -0.551 -4.599 0.003 0.007 -0.005
H -0.830 1.907 -3.177 -0.020 -0.015 -0.053
H -3.036 1.666 -2.848 0.008 -0.001 0.017
H -2.741 1.081 -4.480 -0.013 0.013 0.003
H -4.249 -0.425 -3.147 -0.001 0.003 -0.025
H -2.825 -1.269 -3.725 -0.005 0.007 0.001
H -1.548 -2.769 -0.546 -0.005 0.018 0.000
H -2.421 -3.227 -1.995 0.022 -0.021 0.005
H 0.065 -3.249 -2.302 -0.014 -0.005 -0.019
H -0.794 -2.282 -3.462 -0.006 0.007 -0.002
H 1.133 -1.464 -1.554 0.011 -0.007 -0.030
N -1.600 4.463 1.497 -0.091 0.057 0.233
C -1.024 4.276 2.868 -0.091 0.068 -0.124
C 0.119 3.287 2.786 0.023 -0.070 -0.010
N -0.353 1.997 2.265 0.014 0.024 0.203
H -2.353 5.148 1.476 -0.016 -0.027 0.029
H -1.935 3.567 1.134 0.012 -0.020 -0.007
H -0.851 4.731 0.811 -0.063 -0.056 -0.018
H -1.823 3.925 3.520 -0.001 -0.006 0.009
H -0.688 5.247 3.223 0.028 -0.005 0.002
H 0.581 3.221 3.775 -0.020 -0.001 0.014
H 0.875 3.672 2.099 0.018 -0.027 0.000
H -0.887 1.506 2.977 0.036 0.032 0.033
H 0.458 1.413 2.079 -0.059 -0.016 -0.117
O -1.145 2.509 -0.759 -0.228 1.254 -0.016
S 0.127 3.296 -1.196 -0.163 0.237 -0.182
O 0.234 4.472 -0.355 0.258 0.031 -0.036
O 0.062 3.548 -2.610 -0.010 -0.020 0.090
S 1.564 1.936 -0.764 0.047 0.019 0.008
C 4.481 -1.558 -1.470 -0.040 0.012 0.023
O 3.360 -1.840 -0.616 -0.022 0.069 0.044
C 3.241 -1.097 0.519 0.034 -0.032 -0.101
C 3.996 0.023 0.835 -0.038 0.055 0.003
C 3.753 0.691 2.028 -0.003 0.008 -0.048
C 2.776 0.253 2.912 0.009 -0.014 -0.008
C 2.036 -0.879 2.610 -0.019 0.034 0.054
C 2.271 -1.540 1.419 -0.088 -0.110 -0.055
N 1.679 -2.806 1.129 0.074 0.056 -0.016
C 0.525 -3.308 1.463 -0.035 -0.026 0.098
C -0.662 -2.674 1.931 0.057 -0.142 -0.013
C -1.535 -3.492 2.690 -0.020 0.012 0.024
C -2.725 -3.013 3.166 0.041 0.007 -0.010
C -3.094 -1.701 2.847 -0.023 0.019 -0.007
C -2.293 -0.901 2.060 -0.047 0.009 0.070
C -1.065 -1.364 1.563 0.098 0.091 0.066
O -0.359 -0.642 0.723 -0.189 -0.456 0.655
H 4.403 -0.552 -1.884 0.001 -0.004 -0.008
H 4.439 -2.291 -2.269 0.000 -0.007 0.007
H 5.414 -1.667 -0.918 0.016 0.002 -0.007
H 4.765 0.377 0.164 -0.001 0.014 0.009
H 4.347 1.563 2.269 0.007 -0.003 0.004
H 2.622 0.762 3.853 0.001 0.007 0.000
H 1.307 -1.268 3.311 0.019 0.008 -0.006
H 2.336 -3.454 0.706 0.017 0.009 0.016
H 0.490 -4.391 1.383 -0.023 0.002 -0.041
H -1.232 -4.508 2.916 0.001 0.001 -0.011
H -3.373 -3.638 3.764 0.001 0.007 0.003
H -4.040 -1.314 3.203 0.005 0.004 0.000
H -2.612 0.097 1.787 -0.004 0.002 -0.003
```
Positions in Å, forces in eV/Å.

Summary:
Molar mass, g/mol: 591.7
2S+1: 1
E_tot, hartree: -3464.90116
Charge: +2
E_LUMO, eV: -6.374
Energy relative to the best compared isomer or geometry (same formula, charge and spin), eV: 0.0317

---

Let's list HOMO level in order: -0.733, -0.421, -0.537, -0.515 Ha.